(1)
Computed, not measured: C2H3BaOP as an isolated structure in a non-equilibrium geometry, with ωB97M-V with the def2-TZVPD basis set.

Each line ends with the Mulliken charge.
Element x y z (Å)
P 0.39551 -1.34052 -0.58553  -0.41
O -1.57834 0.13185 -0.38117  -0.72
C -2.87079 -0.16041 -0.26667  -0.07
H -3.51650 0.70689 -0.46257  0.29
C -3.42400 -1.31735 0.12632  -0.75
H -4.50838 -1.39831 0.18730  0.24
H -2.80800 -2.16180 0.44178  0.26
Ba 0.50659 1.19735 0.80899  1.16

Its multiplicity is 1. The LUMO energy is -0.046 Eh. Its charge is 0. The value obtained for the highest occupied orbital energy is -0.21994 Ha.

(2)
Computed, not measured: C2H3BeO3 as an isolated structure in a non-equilibrium geometry, with ωB97M-V with the def2-TZVPD basis set.

Each line ends with the Mulliken charge.
Element x y z (Å)
O -1.21979 -0.78578 1.15250  -0.82
C -0.20287 -0.63947 0.30528  0.42
C 0.57460 0.66219 0.17262  -0.20
O -0.88543 -1.24928 -1.07899  -0.37
Be -0.91210 0.24942 -1.40680  -0.12
H 0.49917 1.20278 1.13998  0.19
H 1.64958 0.49506 -0.01930  0.24
O -0.11779 1.46360 -0.74232  -0.44
H 0.61463 -1.39852 0.47701  0.10

Its multiplicity is 1. The LUMO energy is 0.113 Eh. Its charge is -1. The value obtained for the highest occupied orbital energy is -0.10858 Ha.

(3)
Computed, not measured: an isolated molecule of C2H3Br2FSi in a non-equilibrium geometry, with ωB97M-V with the def2-TZVPD basis set.

Each line ends with the Mulliken charge.
Element x y z (Å)
C 0.88174 -0.74426 1.09281  -0.43
C 0.82394 -0.10573 -0.04228  -0.22
F -0.49515 1.67675 -1.96371  -0.18
Si -0.71342 0.70755 -0.72040  0.70
Br -2.16883 -1.49276 -1.59917  -0.38
Br -1.94863 1.73656 0.69357  -0.14
H 1.88660 -1.15391 1.37903  0.24
H -0.08689 -0.75656 1.75557  0.15
H 1.82064 0.13236 -0.59543  0.27

Its multiplicity is 1. The LUMO energy is -0.021 Eh. Its charge is 0. Its SMILES is C=C[Si](F)(Br)Br. The value obtained for the highest occupied orbital energy is -0.36080 Ha.

(4)
Computed, not measured: C2H3Br2O2Si as an isolated structure in a non-equilibrium geometry, with ωB97M-V with the def2-TZVPD basis set.

Each line ends with the Mulliken charge.
Element x y z (Å)
C -0.10283 3.08186 -1.40756  0.57
C 0.07571 0.02460 -0.21865  -0.89
O 0.38153 4.03637 -1.90088  -0.53
O -1.05892 2.80654 -0.67347  -0.51
Si 0.20490 1.12672 -1.74147  0.45
Br 2.24819 -0.67682 -2.80630  -0.63
Br -1.38358 0.13714 -3.09917  -0.29
H 0.16136 -1.01532 -0.62971  0.26
H 0.99811 0.19702 0.48259  0.27
H -0.79278 0.28506 0.40288  0.32

Its multiplicity is 1. The LUMO energy is 0.114 Eh. Its charge is -1. The value obtained for the highest occupied orbital energy is -0.19057 Ha.

(5)
Computed, not measured: C2H3Br4P as an isolated structure in a non-equilibrium geometry, with ωB97M-V with the def2-TZVPD basis set.

Each line ends with the Mulliken charge.
Element x y z (Å)
C 1.19006 0.35866 0.32234  -0.53
C 0.17712 -0.33909 -0.45039  -0.56
P -1.67268 0.26835 0.81564  0.34
Br 2.92809 -0.42759 -0.19238  -0.15
Br 0.16022 -2.31617 -0.23397  -0.04
Br -3.11637 -1.19898 0.08423  -0.12
Br -2.30102 2.02329 -0.37467  -0.14
H 1.44402 1.41430 0.02738  0.35
H 1.21187 0.31422 1.48408  0.36
H -0.02132 -0.09698 -1.48227  0.48

Its multiplicity is 1. The LUMO energy is -0.008 Eh. Its charge is 0. The value obtained for the highest occupied orbital energy is -0.33767 Ha.

(6)
Computed, not measured: a 2-piece molecular cluster, C2H3BrCl2 overall in a non-equilibrium geometry, with ωB97M-V with the def2-TZVPD basis set.

Each line ends with the Mulliken charge.
Element x y z (Å)
C 0.47795 0.26946 0.86542  -0.72
C 0.83837 1.31553 0.06885  0.48
Cl 2.24822 1.29814 -0.99265  -0.17
Cl -0.13794 2.73306 0.02712  -0.16
Br -1.82985 -2.50638 -1.84508  -0.20
H -2.16925 -2.92284 -0.47936  0.20
H -0.24209 0.53048 1.56553  0.26
H 0.81459 -0.71746 0.79016  0.32

Its multiplicity is 1. The LUMO energy is 0.018 Eh. Its charge is 0. Its SMILES is C=C(Cl)Cl.Br. The value obtained for the highest occupied orbital energy is -0.35351 Ha.

(7)
Computed, not measured: C2H3BrClIO as an isolated structure in a non-equilibrium geometry, with ωB97M-V with the def2-TZVPD basis set.

Each line ends with the Mulliken charge.
Element x y z (Å)
C 0.58206 0.55768 0.48883  -0.69
C -0.50581 -0.42363 0.30985  0.08
O -0.66040 -0.67612 -1.57857  -0.51
Cl 2.11545 -0.02987 -0.24136  -0.12
Br -0.22015 -2.18845 0.76993  0.04
I -2.51269 0.32946 0.61867  0.18
H 0.44066 1.63086 -0.03597  0.35
H 0.80564 0.82076 1.47800  0.40
H -0.04476 -0.02069 -1.80939  0.27

Its multiplicity is 1. The LUMO energy is -0.015 Eh. Its charge is 0. The value obtained for the highest occupied orbital energy is -0.36138 Ha.

(8)
Computed, not measured: a 2-piece molecular cluster, C2H3BrClN overall in a non-equilibrium geometry, with ωB97M-V with the def2-TZVPD basis set.

Each line ends with the Mulliken charge.
Element x y z (Å)
C 0.80943 0.87558 0.71462  -0.34
C 0.16425 0.39486 -0.46847  0.46
N 0.14721 -0.45918 0.45169  -0.44
Cl -0.22741 0.68532 -2.01070  -0.09
Br -1.94157 -2.61648 -0.89477  -0.31
H 1.90383 0.87850 0.99672  0.21
H 0.40505 1.77906 1.23208  0.20
H -1.26078 -1.53767 -0.02115  0.32

Its multiplicity is 1. The LUMO energy is 0.023 Eh. Its charge is 0. Its SMILES is ClC1=NC1.Br. The value obtained for the highest occupied orbital energy is -0.37745 Ha.

(9)
Computed, not measured: an isolated molecule of C2H3BrClN3 in a non-equilibrium geometry, with ωB97M-V with the def2-TZVPD basis set.

Each line ends with the Mulliken charge.
Element x y z (Å)
C -0.07260 1.13246 0.45398  -0.16
C -0.20025 -1.04327 -0.37563  0.22
N -0.96609 1.00973 -0.61579  -0.14
N -1.11210 -0.10358 -1.09470  -0.15
N 0.57122 -0.21291 0.56495  -0.28
Cl -1.08762 -2.31290 0.34305  -0.18
Br 2.40934 -0.17853 -0.07181  -0.03
H 0.57218 1.89749 0.37307  0.25
H -0.52930 1.43043 1.45835  0.22
H 0.41522 -1.61892 -1.03545  0.25

Its multiplicity is 1. The LUMO energy is -0.017 Eh. Its charge is 0. Its SMILES is Cl[C@H]1N=NCN1Br. The value obtained for the highest occupied orbital energy is -0.36928 Ha.

(10)
Computed, not measured: a 2-piece molecular cluster, C2H3BrClNO overall in a non-equilibrium geometry, with ωB97M-V with the def2-TZVPD basis set.

Each line ends with the Mulliken charge.
Element x y z (Å)
C 2.18963 -0.96693 0.33100  0.12
C -1.37638 0.64167 0.00258  0.05
N -1.72942 1.79809 -0.25498  -0.45
O 1.46485 -0.77638 1.23073  -0.35
Cl 1.64703 -1.45538 -1.24584  -0.11
Br -2.50407 -0.95304 -0.43798  -0.20
H -0.35537 0.33392 0.46763  0.31
H 3.26089 -0.77713 0.47589  0.34
H -2.59715 2.15518 -0.56903  0.27

Its multiplicity is 1. The LUMO energy is 0.018 Eh. Its charge is 0. Its SMILES is [H]/N=C\Br.O=CCl. The value obtained for the highest occupied orbital energy is -0.36382 Ha.

(11)
Computed, not measured: an isolated molecule of C2H3BrClNO in a non-equilibrium geometry, with ωB97M-V with the def2-TZVPD basis set.

Each line ends with the Mulliken charge.
Element x y z (Å)
C 1.11387 0.32826 -0.77412  0.33
C -0.83455 -0.42943 0.33721  -0.20
N 1.83529 -0.34065 0.01625  -0.42
O -0.24134 0.35257 -0.63546  -0.32
Cl -0.39655 -2.13513 -0.00577  -0.20
Br 3.68789 -0.43679 -0.19401  -0.07
H 1.48481 0.93228 -1.77109  0.30
H -0.58536 -0.36166 1.38853  0.28
H -1.85738 -0.31594 0.07423  0.30

Its multiplicity is 1. The LUMO energy is 0.012 Eh. Its charge is 0. Its SMILES is ClCO/C=N/Br. The value obtained for the highest occupied orbital energy is -0.36249 Ha.

(12)
Computed, not measured: a 2-piece molecular cluster, C2H3BrF2 overall in a non-equilibrium geometry, with ωB97M-V with the def2-TZVPD basis set.

Each line ends with the Mulliken charge.
Element x y z (Å)
C 0.27214 0.16215 0.12824  -0.93
C 1.46035 -0.07157 0.65253  0.37
F 1.81431 0.32587 1.87889  -0.20
F 1.71632 2.39182 -0.46441  -0.35
Br 3.12217 -0.53510 -0.20439  -0.07
H 1.06785 1.94788 -0.44610  0.38
H 0.12686 -0.12139 -0.83696  0.44
H -0.41691 0.72674 0.75149  0.36

Its multiplicity is 1. The LUMO energy is 0.018 Eh. Its charge is 0. Its SMILES is C=C(F)Br.F. The value obtained for the highest occupied orbital energy is -0.37778 Ha.

(13)
Computed, not measured: an isolated molecule of C2H3BrFN in a non-equilibrium geometry, with ωB97M-V with the def2-TZVPD basis set.

Each line ends with the Mulliken charge.
Element x y z (Å)
C 0.64816 -0.02368 0.27646  -0.29
C -0.86190 -0.50299 0.37544  0.22
N 0.71937 0.40976 -1.09503  -0.50
F -1.13313 -1.69329 -0.00038  -0.16
Br -2.25380 0.74705 0.00983  -0.11
H 0.94940 0.55639 1.13584  0.31
H 1.14235 -0.89632 0.54358  0.28
H 0.78956 1.40307 -1.24574  0.25

Its multiplicity is 1. The LUMO energy (spin up / spin down) is -0.024 / -0.002 Eh. Its charge is 0. The value obtained for the highest occupied orbital energy (spin up / spin down) is -0.30979 / -0.36943 Ha.

(14)
Computed, not measured: a 2-piece molecular cluster, C2H3BrFNO2 overall in a non-equilibrium geometry, with ωB97M-V with the def2-TZVPD basis set.

Each line ends with the Mulliken charge.
Element x y z (Å)
C -1.02836 0.49571 -2.34278  -0.14
C 0.30127 -0.00932 1.63332  0.19
N -0.01944 0.18286 -1.86804  0.41
O 0.93430 -0.13438 -1.24351  -0.67
O 1.29314 -0.72108 1.14610  -0.46
F 0.23617 1.14092 0.99612  -0.20
Br -1.57502 -0.75474 1.41983  -0.22
H -2.03569 0.47183 -2.62506  0.38
H 1.22669 -0.94523 0.23435  0.43
H 0.66694 0.27344 2.64966  0.28

Its multiplicity is 1. The LUMO energy is 0.023 Eh. Its charge is 0. Its SMILES is O[C@@H](F)Br.C#[N+][O-]. The value obtained for the highest occupied orbital energy is -0.38441 Ha.

(15)
Computed, not measured: an isolated ion of composition C2H3BrNO and charge -1 in a non-equilibrium geometry, with ωB97M-V with the def2-TZVPD basis set.

Each line ends with the Mulliken charge.
Element x y z (Å)
C -0.58277 0.44812 0.44535  -0.30
C 0.43674 -0.02280 -0.45593  -0.25
N -0.13698 -0.93414 0.28838  -0.03
O -0.97923 -1.89222 -0.13214  -0.81
Br 2.39776 0.37786 -0.04666  -0.40
H -0.22913 0.97141 1.42785  0.15
H -1.51265 0.82254 0.02120  0.31
H 0.60627 0.22922 -1.54804  0.32

Its multiplicity is 1. The LUMO energy is 0.136 Eh. Its charge is -1. Its SMILES is [O-]N1C[C@H]1Br. The value obtained for the highest occupied orbital energy is -0.08593 Ha.

(16)
Computed, not measured: a 2-piece molecular cluster, C2H3BrO overall in a non-equilibrium geometry, with ωB97M-V with the def2-TZVPD basis set.

Each line ends with the Mulliken charge.
Element x y z (Å)
C 2.00013 0.96112 -0.00182  0.38
C 0.14936 0.03008 0.02270  -0.81
O 2.17212 2.11438 -0.00786  -0.35
Br 3.34147 -0.39119 -0.00011  -0.13
H -0.45673 0.77501 0.50590  0.28
H 0.33361 -0.86773 0.57971  0.34
H -0.03540 -0.09614 -1.02823  0.29

Its multiplicity is 1. The LUMO energy is 0.013 Eh. Its charge is 0. The value obtained for the highest occupied orbital energy is -0.35183 Ha.

(17)
Computed, not measured: an isolated molecule of C2H3BrO2 in a non-equilibrium geometry, with ωB97M-V with the def2-TZVPD basis set.

Each line ends with the Mulliken charge.
Element x y z (Å)
C -0.16724 -0.70550 0.16673  -0.42
C 0.84346 0.27364 -0.24989  0.64
O 0.20893 -0.44755 -1.15405  -0.36
O 0.45318 1.51795 -0.15496  -0.51
Br 2.70549 -0.07857 0.03858  -0.18
H 0.09783 -1.69211 0.55988  0.27
H -1.11409 -0.15181 0.37311  0.19
H 0.96355 2.23468 -0.69514  0.37

Its multiplicity is 1. The LUMO energy is 0.024 Eh. Its charge is 0. Its SMILES is O[C@@]1(Br)CO1. The value obtained for the highest occupied orbital energy is -0.37713 Ha.